Entry 1:
The following is a DFT calculation (wB97M-V/def2-TZVPD) of C6H12BN3O2 in the gas phase at a distorted geometry.

```
24
Properties=species:S:1:pos:R:3:lowdin_charge:R:1
O -1.6447 2.3246 -0.1352 0.07
O -1.8183 -2.2180 0.0512 0.11
N 0.2262 -1.1960 -0.4056 0.07
N 0.3141 1.1793 0.1583 0.05
N -1.6751 0.0488 -0.0057 0.03
C 2.5835 0.0294 0.0996 0.01
C -3.0734 0.0183 0.3755 -0.02
C 0.8118 -2.5327 -0.6862 0.00
C -1.1393 -1.2408 -0.1194 -0.46
C 0.9259 2.5054 0.2838 -0.01
C -1.0429 1.2675 -0.0096 -0.46
B 1.0134 -0.0274 0.0061 -0.45
H 2.9946 -0.9280 -0.2840 0.05
H 0.6982 -3.1719 0.0650 0.04
H -3.0412 -0.3162 1.3984 0.09
H 1.8760 -2.4327 -0.9276 0.09
H 1.7287 2.3812 1.0195 0.09
H -3.6298 -0.7747 -0.1613 0.10
H 1.4363 2.5673 -0.6912 0.10
H 0.1804 3.2925 0.6104 0.12
H 0.0991 -2.8997 -1.4496 0.11
H 2.9854 0.2497 1.1132 0.08
H -3.5942 0.9966 0.2830 0.11
H 2.7853 0.8772 -0.5887 0.07
```

Properties
Orbital gap in eV: 10.2
E_HOMO in eV: -9.7
Charge: 0
Maximum force in Eh/bohr: 0.0875
LUMO energy in eV: 0.44
Molecular weight in g/mol: 168.993
Energy above the lowest of the compared OMol25 structures with the same formula, charge and spin in eV: 0.0000

***

Entry 2:
The following is a DFT calculation (wB97M-V/def2-TZVPD) of C6H12BNO2 in the gas phase at a distorted geometry.

```
22
Properties=species:S:1:pos:R:3:lowdin_charge:R:1
O -0.7436 -2.0298 0.6223 0.09
O -0.7423 -1.9373 -1.7864 0.12
N -1.8229 0.2725 -0.3236 -0.01
C 2.0026 0.3090 -0.3083 -0.04
C 0.6398 -0.3854 -0.4103 -0.46
C -0.4580 0.6459 -0.0956 -0.23
C -2.8015 0.4378 0.7462 -0.12
C 0.4287 -1.1244 -1.7710 -0.08
C 0.5307 -1.3681 0.7661 -0.09
B -1.2312 -2.0643 -0.5874 -0.51
H -0.2988 1.0125 0.9592 0.13
H 2.7295 -0.4352 -0.4561 0.05
H -2.5803 1.4155 1.1591 0.07
H 0.6179 -0.8584 1.7492 0.15
H 0.4081 -0.3736 -2.5626 0.14
H 1.2097 -1.7991 -1.9497 0.12
H 2.2133 0.9077 -1.3186 0.14
H 1.2431 -2.1054 0.5580 0.12
H 2.3001 0.8031 0.6146 0.09
H -3.7977 0.2493 0.4207 0.07
H -2.4888 -0.0974 1.6891 0.10
H -0.2058 1.5077 -0.7713 0.14
```

Properties
Orbital gap (alpha / beta) in eV: 6.1 / 9.3
E_HOMO (alpha / beta) in eV: -6.4 / -8.6
Charge: 0
Maximum force in Eh/bohr: 0.0699
LUMO energy (alpha / beta) in eV: -0.22 / 0.65
Molecular weight in g/mol: 140.979
Energy above the lowest of the compared OMol25 structures with the same formula, charge and spin in eV: 3.6161

***

Entry 3:
The following is a DFT calculation (wB97M-V/def2-TZVPD) of a molecular structure, C6H12BaCl3O2Yb at a distorted geometry.

```
25
Properties=species:S:1:pos:R:3:lowdin_spin:R:1
Yb -0.0072 1.5085 2.3010 0.00
Ba -0.3934 0.9875 -2.1665 0.05
Cl 0.4211 3.9346 1.7944 0.00
Cl 2.0778 -2.8001 4.0243 0.00
Cl -0.8189 -2.5175 4.3924 0.00
O 1.1634 -0.4141 2.4459 0.00
O 0.0825 0.4630 4.2326 0.00
C 0.7040 -0.4969 3.6395 0.00
C 2.2237 1.4644 -2.9029 0.00
C 0.0632 -1.4659 -1.7451 0.77
C -1.8501 0.3056 1.3526 0.01
C -1.6077 0.5059 -4.6140 0.00
C 0.7692 -1.7565 4.5240 0.00
H -1.9559 -0.4288 2.1736 0.00
H -1.0340 0.7891 -5.5117 0.00
H 0.9246 -1.4591 5.5651 0.00
H -0.6073 -2.3519 -1.8589 0.07
H 2.7117 0.5150 -2.6117 0.00
H 1.0169 -1.8898 -1.3425 0.07
H -2.5380 1.1014 -4.6125 0.00
H -1.8619 -0.5701 -4.6724 0.00
H 2.5043 1.7066 -3.9364 0.00
H 2.5509 2.2742 -2.2253 0.00
H -1.7389 -0.2827 0.4193 0.01
H -2.7999 0.8775 1.3353 0.00
```

Properties
Orbital gap (alpha / beta) in eV: 4.6 / 4.6
<S²>: 0.753
E_HOMO (alpha / beta) in eV: -0.4 / -0.4
Charge: -2
Maximum force in Eh/bohr: 0.0609
LUMO energy (alpha / beta) in eV: 4.23 / 4.23
Molecular weight in g/mol: 532.887
Spin multiplicity: 2

***

Entry 4:
The following is a DFT calculation (wB97M-V/def2-TZVPD) of C6H12Br2O2 in the gas phase at a distorted geometry.

```
22
Properties=species:S:1:pos:R:3:lowdin_charge:R:1
Br -2.6748 1.5472 1.6455 0.66
Br 3.6192 -2.1505 0.4802 0.59
O 1.5767 -0.3233 1.1824 -0.22
O -2.0220 0.6933 -0.9337 -0.22
C -3.0375 1.4186 -0.2665 -0.58
C -0.7216 1.3215 -0.9085 -0.24
C 2.5346 -1.1342 1.8253 -0.55
C 0.4294 -1.0399 0.7028 -0.22
C 0.3975 -1.0381 -0.8361 -0.17
C 0.3910 0.4049 -1.3964 -0.17
H 0.4772 -2.0765 1.0966 0.12
H -3.0977 2.3900 -0.7286 0.07
H -0.4927 1.6640 0.0945 0.07
H 0.3680 0.3243 -2.5016 0.12
H -0.7466 2.1859 -1.5437 0.11
H -0.4594 -0.5910 1.1013 0.08
H 1.2848 -1.5557 -1.2004 0.07
H 3.2284 -0.4896 2.3422 0.06
H 2.0896 -1.8152 2.5761 0.09
H -0.4955 -1.5497 -1.1860 0.11
H -4.0235 0.9448 -0.3604 0.07
H 1.3748 0.8689 -1.1851 0.12
```

Properties
Orbital gap in eV: 10.8
E_HOMO in eV: -10.0
Charge: 0
Maximum force in Eh/bohr: 0.0297
LUMO energy in eV: 0.73
Molecular weight in g/mol: 275.968
Energy above the lowest of the compared OMol25 structures with the same formula, charge and spin in eV: 0.0023

***

Entry 5:
The following is a DFT calculation (wB97M-V/def2-TZVPD) of 3 unconnected molecules or ions with the total composition C6H12Br6.

```
24
Properties=species:S:1:pos:R:3:lowdin_charge:R:1
Br 0.3033 3.3911 0.9168 0.66
Br -1.2554 -0.7235 -2.3423 0.60
Br 2.5227 -0.0559 -1.1569 0.61
Br -0.3643 0.6351 5.9207 0.64
Br -1.9788 0.3571 1.6331 0.64
Br 1.4150 -3.1625 -2.5265 0.60
C 0.4850 -2.3546 -4.0047 -0.70
C 1.9964 1.2933 0.1560 -0.70
C -0.9754 -2.0985 -3.6885 -0.69
C -1.0204 0.9001 3.2132 -0.76
C 0.9091 2.1212 -0.4155 -0.72
C -1.4475 0.1007 4.4171 -0.72
H 0.0360 0.8668 2.9917 0.03
H 0.5181 -3.1204 -4.7754 0.05
H 1.0036 -1.4584 -4.3181 0.06
H 1.2661 2.6605 -1.2837 0.06
H -1.5243 -1.7926 -4.5715 0.06
H 1.7093 0.7749 1.0617 0.04
H -1.3415 -0.9775 4.3104 0.05
H 0.0501 1.5153 -0.6724 0.00
H -1.4387 -2.9711 -3.2431 0.04
H 2.8879 1.8799 0.3416 0.05
H -2.4954 0.2698 4.6524 0.06
H -1.2610 1.9493 3.3839 0.04
```

Properties
Orbital gap in eV: 10.4
E_HOMO in eV: -9.9
Charge: 0
Maximum force in Eh/bohr: 0.0161
LUMO energy in eV: 0.51
Molecular weight in g/mol: 563.586
Energy above the lowest of the compared OMol25 structures with the same formula, charge and spin in eV: 0.1388

***

Entry 6:
The following is a DFT calculation (wB97M-V/def2-TZVPD) of 3 unconnected molecules or ions with the total composition C6H12Br6.

```
24
Properties=species:S:1:pos:R:3:lowdin_charge:R:1
Br 32.2591 -3.0597 38.1588 0.61
Br 36.1067 -4.5637 34.3685 0.65
Br 33.8276 -4.8030 30.1874 0.60
Br 34.7252 -1.7434 28.4724 0.61
Br 37.2397 -1.3024 33.4871 0.60
Br 31.8339 -4.0994 33.7008 0.67
C 37.4914 -4.1314 33.0945 -0.70
C 38.2950 -2.9377 33.5072 -0.69
C 31.4744 -3.5047 36.4255 -0.70
C 33.7702 -1.9334 30.1451 -0.70
C 34.2946 -3.0803 30.9585 -0.73
C 32.5941 -3.6401 35.4194 -0.74
H 39.1251 -2.7805 32.8232 0.06
H 33.2957 -4.4198 35.6961 0.02
H 33.8782 -0.9930 30.6802 0.06
H 35.3768 -3.0551 31.0441 0.02
H 30.7979 -2.6920 36.1882 0.05
H 33.8741 -3.0987 31.9608 -0.01
H 37.0146 -3.9905 32.1301 0.03
H 32.7258 -2.0701 29.8804 0.05
H 38.1305 -5.0109 33.0434 0.06
H 30.9249 -4.4257 36.5796 0.05
H 38.6694 -3.0308 34.5220 0.05
H 33.1462 -2.7121 35.3089 0.05
```

Properties
Orbital gap in eV: 10.4
E_HOMO in eV: -10.0
Charge: 0
Maximum force in Eh/bohr: 0.0068
LUMO energy in eV: 0.42
Molecular weight in g/mol: 563.586
Energy above the lowest of the compared OMol25 structures with the same formula, charge and spin in eV: 0.0701